# 1
{
  "formula": "C23H29N3O4",
  "method": "the ωB97M-V functional and the def2-TZVPD basis",
  "smiles": "Cc1c(NC(=O)[C@H](C)OC(=O)C[C@H]2C[C@H]3CC[C@@H]2C3)c(=O)n(-c2ccccc2)n1C",
  "largest_force_ev_per_a": 0.7,
  "de_lowest_kj_mol": 113.9,
  "homo_energy_ev": -7.97,
  "charge": 0,
  "energy_ha": -1359.095871,
  "elements": ["N", "C", "O", "N", "C", "H", "H", "C", "H", "H", "H", "H", "C", "H", "C", "H", "C", "H", "O", "H", "H", "C", "C", "H", "H", "C", "C", "H", "H", "H", "H", "H", "H", "O", "H", "C", "O", "H", "C", "C", "H", "C", "C", "C", "C", "N", "C", "C", "H", "H", "H", "H", "C", "C", "H", "C", "C", "H", "H"],
  "positions_angstrom": [[0.8393, -1.1104, 0.3255], [-2.5543, 1.8748, -5.1012], [-1.1103, -1.5553, -2.1385], [-0.1302, 1.2800, 2.8551], [0.9843, -0.6657, 5.7445], [1.0081, 3.0461, 3.0733], [-0.3970, 3.3517, -4.6861], [-0.2934, 0.0044, -5.0531], [-0.6655, -0.4792, 8.6885], [-0.5996, -2.1208, -5.1799], [-1.5226, 2.5357, -6.9403], [-1.8020, 1.0530, 4.8675], [-0.4549, -0.3356, 7.6396], [-1.9972, 2.2386, -3.0216], [-0.4505, 1.2273, -4.1301], [-2.2610, 0.7524, 7.2652], [-1.9214, 1.4422, -3.7632], [0.7526, 2.3457, -5.5953], [1.2101, 0.2978, -1.4229], [3.1544, -3.0587, -2.6406], [1.3960, -1.4086, 7.7000], [-1.3540, 1.9231, -6.0551], [-0.9356, 0.4844, -6.3748], [0.9801, -2.9528, -1.3605], [1.8775, -1.0743, 5.3021], [0.5628, -0.2583, 1.3950], [1.1358, -0.8199, -0.9542], [-0.2150, 0.4618, -7.1931], [-0.0275, 1.6534, -0.4855], [3.3628, -1.3198, -2.3882], [3.3971, -2.4250, -1.0016], [-1.4328, 2.1117, 0.4888], [-1.9967, -1.2457, -4.5165], [0.8775, -1.8722, -3.1097], [-1.7887, -0.1297, -6.6624], [-0.3496, 1.9961, 0.4928], [1.1587, -1.9142, 3.0405], [0.2123, 1.1954, -3.2681], [-0.2277, 2.3692, -5.1227], [1.4383, -2.0624, -1.8112], [0.9139, -2.0705, 0.6444], [-0.9089, -1.3003, -4.5302], [-1.0882, 0.5422, 5.4965], [-1.3485, 0.3593, 6.8420], [0.0886, 0.0396, 4.9471], [0.3786, 0.2091, 3.5864], [2.9427, -2.2307, -1.9694], [-0.4272, -1.5805, -3.1313], [0.0229, 2.5725, 4.4700], [-2.3812, 0.5557, -3.3343], [-0.7608, 3.2486, 3.0332], [0.7759, -0.1765, -5.1942], [0.7028, -0.8556, 7.0844], [0.7643, -0.8033, 2.7255], [-3.3138, 1.1745, -5.4485], [0.0515, 2.6133, 3.3834], [0.0522, 0.9994, 1.5153], [-3.0207, 2.8572, -5.0183], [0.1009, 2.9664, 0.6952]]
}

***

# 2
{
  "formula": "C35H37AsAuN4O6S2",
  "method": "the ωB97M-V functional and the def2-TZVPD basis",
  "largest_force_ev_per_a": 0.5,
  "homo_energy_ev": -11.43,
  "charge": 1,
  "energy_ha": -5193.975467,
  "elements": ["S", "H", "C", "C", "H", "C", "H", "O", "N", "C", "Au", "C", "H", "H", "C", "C", "N", "C", "C", "H", "H", "C", "O", "C", "H", "C", "C", "H", "C", "H", "C", "C", "N", "C", "H", "C", "C", "C", "H", "H", "H", "H", "H", "H", "C", "H", "C", "H", "H", "H", "H", "H", "O", "C", "H", "N", "C", "H", "C", "C", "C", "C", "H", "H", "C", "H", "O", "C", "H", "S", "C", "H", "H", "H", "H", "H", "C", "C", "H", "As", "O", "H", "O", "H", "C", "C"],
  "positions_angstrom": [[-2.2518, -2.8681, 0.2200], [-1.3488, 2.5294, -3.4140], [0.3686, 0.3854, -5.3829], [-0.9910, -3.6105, 2.4408], [-2.9888, 3.0865, -1.6651], [5.3397, 0.9891, 1.0509], [2.2885, 1.3374, -5.5302], [-1.9347, -3.1751, 4.6368], [0.2098, 0.8689, 2.6158], [4.7545, 1.6924, 0.0089], [-0.3363, -0.9568, 1.7749], [-0.4950, 1.2734, 3.6917], [2.6711, -5.1309, -3.3712], [2.8796, 3.4650, 1.4842], [2.0665, -4.9186, -0.0454], [-5.0774, 0.3127, 1.8094], [-0.9650, -2.7737, 1.2403], [1.5841, 2.7809, 2.8679], [-0.1179, 2.4338, 4.3325], [-5.5797, -1.1375, 3.3073], [-1.4120, 1.6601, -0.5458], [2.3725, -5.4835, -1.2764], [-1.0022, -1.4874, 3.5421], [-0.0940, -0.7501, -3.3107], [3.4314, -1.7970, 0.9821], [-3.4607, -0.4155, 0.1627], [-4.3067, 0.5543, 0.6720], [0.0656, 0.6696, -6.3820], [1.1459, -0.3424, -2.8280], [-6.5579, 1.0202, 3.2033], [-1.9881, 3.5108, -1.5878], [-1.3849, -2.7762, 3.6559], [0.9056, 3.1818, 3.9391], [4.8532, -0.2625, 1.4052], [-4.0949, -2.8868, 2.4076], [-4.1465, -1.9170, 1.9289], [3.7848, -0.8095, 0.7138], [1.2272, 1.5955, 2.1867], [-0.7537, -1.3484, -2.6986], [-5.4343, 2.2606, 2.6443], [-2.8625, -0.2380, -0.7222], [-1.0573, 3.1278, 0.3843], [5.1303, 2.6681, -0.2703], [2.7457, 4.4082, 2.9069], [2.1772, -3.3309, -2.3248], [6.1778, 1.4140, 1.5868], [1.8125, -3.5609, 0.0500], [-0.6671, 2.7710, 5.2024], [0.8779, 3.6276, -3.4380], [0.3311, 4.8275, -2.2360], [-2.0947, 4.5359, -1.2305], [2.5634, -6.5458, -1.3488], [-1.7922, -2.4435, -1.0707], [-5.9968, 1.3758, 2.3415], [-1.6821, 4.2447, -3.6284], [2.6509, 3.5075, 2.4658], [1.6155, 0.7667, -4.9039], [-4.3866, 1.5131, 0.1721], [-1.1171, 2.7070, -0.6204], [0.1876, 3.8141, -2.6169], [-0.4787, -0.3764, -4.5914], [3.6690, 1.1606, -0.6728], [5.3114, -0.8170, 2.2129], [-6.7094, 1.6879, 1.5770], [2.0084, 0.4055, -3.6247], [2.2123, -2.7219, -3.2194], [-2.8228, -4.1680, 0.3951], [-3.3829, -1.6465, 0.8019], [3.1952, 1.7539, -1.4392], [0.6032, 2.7158, -1.2382], [-4.9835, -0.9317, 2.4274], [-1.4419, -0.6918, -4.9702], [0.0273, -3.9632, 2.6401], [2.9931, 0.6845, -3.2764], [-1.6494, -4.4653, 2.3246], [1.7713, 1.2585, 1.3184], [-1.2673, 3.5114, -2.9378], [2.4328, -4.6913, -2.4123], [1.5648, -3.1329, 1.0108], [1.5887, -0.8769, -1.0480], [0.2951, -0.3625, -0.0483], [-1.3026, 0.6464, 4.0324], [1.4587, 3.4749, -0.2693], [2.0215, -5.5381, 0.8404], [3.1855, -0.0972, -0.3266], [1.8608, -2.7687, -1.0921]]
}